1.
{"formula": "C27H29BrFeN3O4Te", "method": "ωB97M-V with the def2-TZVPD basis set", "spin_multiplicity": 6, "total_charge": -2, "lumo_ev": [3.944, 3.944], "elements": ["Fe", "N", "C", "C", "O", "N", "C", "C", "O", "O", "H", "H", "H", "H", "H", "H", "Br", "C", "C", "C", "C", "C", "C", "Te", "N", "C", "O", "C", "C", "C", "C", "C", "C", "C", "C", "C", "C", "C", "C", "C", "C", "C", "C", "H", "H", "H", "H", "H", "H", "H", "H", "H", "H", "H", "H", "H", "H", "H", "H", "H", "H", "H", "H", "H", "H", "H"], "coordinates": [[1.189, 2.153, -2.762], [1.628, 4.304, -2.488], [0.461, 4.890, -1.804], [-0.854, 4.356, -2.383], [-1.836, 5.113, -2.487], [-0.751, 3.081, -2.712], [-1.751, 2.461, -3.534], [-1.038, 1.556, -4.580], [-1.696, 1.047, -5.480], [0.230, 1.432, -4.407], [2.402, 4.248, -1.824], [1.886, 4.856, -3.296], [0.450, 5.981, -1.877], [0.546, 4.605, -0.754], [-2.368, 3.202, -4.050], [-2.436, 1.825, -2.957], [3.393, 1.179, -3.650], [-3.082, -6.102, 0.737], [-2.365, -4.824, 0.389], [-1.002, -4.813, 0.140], [-0.329, -3.640, -0.195], [1.158, -3.696, -0.436], [-1.038, -2.437, -0.286], [0.047, -0.611, -0.822], [1.499, 1.904, -0.916], [2.293, 2.282, 0.045], [2.609, 3.474, 0.324], [2.920, 1.206, 0.908], [3.008, 1.368, 2.289], [3.594, 0.391, 3.077], [4.131, -0.750, 2.487], [4.061, -0.908, 1.110], [3.444, 0.059, 0.324], [-0.614, 0.481, 0.869], [-1.218, 1.707, 0.595], [-1.645, 2.526, 1.628], [-1.474, 2.119, 2.944], [-0.861, 0.907, 3.215], [-0.410, 0.074, 2.190], [0.316, -1.196, 2.530], [-2.422, -2.436, -0.051], [-3.239, -1.178, -0.148], [-3.060, -3.626, 0.288], [-2.375, -6.923, 0.870], [-3.782, -6.390, -0.051], [-3.655, -5.997, 1.660], [-0.442, -5.741, 0.208], [1.532, -4.713, -0.296], [1.687, -3.029, 0.247], [1.416, -3.372, -1.445], [2.604, 2.276, 2.720], [3.638, 0.516, 4.154], [4.601, -1.511, 3.101], [4.483, -1.790, 0.640], [3.379, -0.056, -0.753], [-1.331, 2.036, -0.432], [-2.101, 3.482, 1.400], [-1.800, 2.755, 3.759], [-0.697, 0.601, 4.243], [0.551, -1.234, 3.595], [1.256, -1.248, 1.972], [-0.274, -2.076, 2.269], [-2.956, -0.597, -1.027], [-3.075, -0.531, 0.715], [-4.304, -1.411, -0.207], [-4.131, -3.616, 0.470]], "nbo_charge": [1.613, -0.874, -0.310, 0.623, -0.747, -0.763, -0.349, 0.790, -0.712, -0.847, 0.420, 0.368, 0.178, 0.242, 0.207, 0.185, -0.749, -0.622, -0.018, -0.281, 0.083, -0.661, -0.304, 0.617, -0.894, 0.545, -0.762, -0.011, -0.220, -0.231, -0.248, -0.238, -0.206, -0.238, -0.220, -0.220, -0.225, -0.226, -0.049, -0.633, -0.013, -0.643, -0.239, 0.203, 0.207, 0.206, 0.188, 0.192, 0.237, 0.227, 0.225, 0.191, 0.191, 0.199, 0.251, 0.255, 0.212, 0.193, 0.191, 0.198, 0.237, 0.218, 0.242, 0.232, 0.196, 0.189]}

2.
{"formula": "C21H22FN3O5S2", "method": "ωB97M-V with the def2-TZVPD basis set", "spin_multiplicity": 1, "total_charge": 0, "lumo_ev": 0.117, "elements": ["O", "C", "N", "C", "C", "C", "C", "C", "C", "H", "F", "H", "H", "H", "H", "C", "N", "C", "O", "C", "C", "H", "H", "S", "C", "C", "C", "C", "C", "C", "H", "S", "O", "O", "N", "C", "H", "C", "H", "O", "C", "H", "C", "H", "H", "H", "H", "H", "H", "H", "H", "H", "H", "H"], "coordinates": [[-0.907, -1.747, -1.424], [-1.421, -0.659, -1.569], [-2.675, -0.301, -1.213], [-3.639, -1.044, -0.530], [-3.440, -2.362, -0.128], [-4.442, -3.033, 0.549], [-5.647, -2.417, 0.837], [-5.824, -1.107, 0.431], [-4.846, -0.408, -0.246], [-5.021, 0.614, -0.546], [-6.991, -0.486, 0.703], [-6.436, -2.929, 1.364], [-4.280, -4.054, 0.857], [-2.505, -2.849, -0.347], [-2.951, 0.653, -1.440], [-0.655, 0.521, -2.185], [-0.444, 1.559, -1.187], [-1.360, 2.562, -1.099], [-2.389, 2.543, -1.751], [-0.997, 3.702, -0.170], [-1.623, 3.447, 1.192], [-1.207, 4.103, 1.956], [-2.705, 3.569, 1.158], [-1.373, 1.704, 1.722], [0.287, 1.425, 1.144], [1.286, 1.197, 2.080], [2.563, 0.860, 1.672], [2.820, 0.748, 0.321], [1.853, 1.011, -0.624], [0.566, 1.352, -0.226], [2.127, 0.959, -1.666], [4.428, 0.194, -0.264], [5.421, 0.581, 0.692], [4.554, 0.637, -1.621], [4.423, -1.468, -0.309], [3.484, -2.086, -1.216], [3.965, -2.957, -1.672], [2.197, -2.506, -0.462], [1.289, -2.144, -0.946], [2.189, -1.951, 0.836], [3.249, -2.452, 1.617], [3.165, -1.950, 2.582], [4.611, -2.165, 0.938], [5.145, -3.098, 0.729], [5.245, -1.527, 1.552], [3.117, -3.534, 1.768], [2.141, -3.601, -0.390], [3.286, -1.354, -1.997], [3.357, 0.683, 2.379], [1.040, 1.268, 3.128], [0.087, 3.794, -0.087], [-1.406, 4.625, -0.586], [0.305, 0.162, -2.556], [-1.231, 0.957, -3.005]], "nbo_charge": [-0.614, 0.677, -0.611, 0.181, -0.262, -0.170, -0.310, 0.420, -0.324, 0.229, -0.325, 0.229, 0.218, 0.253, 0.435, -0.308, -0.466, 0.721, -0.646, -0.517, -0.494, 0.224, 0.235, 0.239, -0.206, -0.213, -0.122, -0.311, -0.240, 0.220, 0.249, 2.329, -0.940, -0.942, -0.652, -0.262, 0.205, -0.107, 0.237, -0.529, -0.088, 0.194, -0.270, 0.203, 0.245, 0.170, 0.165, 0.229, 0.230, 0.234, 0.229, 0.251, 0.227, 0.249]}

3.
{"formula": "C2S4", "method": "ωB97M-V with the def2-TZVPD basis set", "spin_multiplicity": 1, "total_charge": 0, "lumo_ev": -0.630, "elements": ["C", "C", "S", "S", "S", "S"], "coordinates": [[-0.883, 0.274, 1.147], [0.867, -0.192, -1.025], [-1.498, 1.391, 0.318], [0.441, -1.663, -1.066], [-0.511, -1.040, 1.848], [1.583, 1.231, -1.222]], "nbo_charge": [-0.413, -0.385, 0.233, 0.238, 0.192, 0.133]}

4.
{"formula": "C39H33AsNO10P2SW", "method": "ωB97M-V with the def2-TZVPD basis set", "spin_multiplicity": 3, "total_charge": 1, "lumo_ev": [-3.804, -4.069], "elements": ["W", "O", "C", "O", "C", "C", "C", "C", "C", "N", "C", "O", "O", "H", "H", "H", "H", "C", "C", "P", "C", "C", "C", "C", "C", "C", "C", "C", "C", "C", "C", "C", "P", "C", "C", "C", "C", "C", "C", "C", "C", "C", "C", "C", "C", "H", "H", "H", "H", "H", "H", "H", "H", "H", "H", "H", "H", "H", "H", "H", "H", "H", "H", "H", "H", "H", "H", "H", "H", "O", "As", "O", "O", "C", "C", "C", "C", "C", "C", "S", "O", "O", "O", "H", "H", "H", "H", "H"], "coordinates": [[1.059, 0.683, 0.149], [2.084, -3.343, -0.858], [1.686, -2.101, -0.913], [1.220, -1.483, 0.038], [1.735, -1.358, -2.187], [2.120, -1.816, -3.420], [2.021, -0.941, -4.500], [1.598, 0.355, -4.273], [1.266, 0.726, -2.983], [1.284, -0.126, -1.973], [0.883, 2.103, -2.532], [0.773, 3.044, -3.262], [0.678, 2.074, -1.234], [1.867, -3.707, 0.025], [2.471, -2.834, -3.524], [2.281, -1.267, -5.498], [1.532, 1.089, -5.067], [-2.124, -0.857, -1.228], [-2.423, 0.659, -1.289], [-2.443, 1.449, 0.370], [-4.236, 1.870, 0.544], [-4.900, 1.430, 1.689], [-6.241, 1.737, 1.887], [-6.924, 2.479, 0.937], [-6.267, 2.919, -0.207], [-4.928, 2.621, -0.406], [-1.751, 3.116, 0.266], [-1.853, 3.906, -0.875], [-1.329, 5.188, -0.880], [-0.717, 5.697, 0.259], [-0.660, 4.933, 1.414], [-1.181, 3.647, 1.418], [-2.868, -1.592, 0.315], [-1.566, -2.804, 0.778], [-0.843, -2.595, 1.947], [0.165, -3.472, 2.329], [0.444, -4.586, 1.549], [-0.288, -4.820, 0.386], [-1.281, -3.929, -0.002], [-4.173, -2.697, -0.343], [-4.881, -2.397, -1.505], [-5.877, -3.250, -1.967], [-6.202, -4.392, -1.253], [-5.550, -4.664, -0.056], [-4.549, -3.821, 0.399], [-1.058, -1.052, -1.185], [-2.534, -1.345, -2.109], [-3.439, 0.759, -1.669], [-1.741, 1.204, -1.942], [-4.361, 0.841, 2.423], [-6.748, 1.402, 2.784], [-7.969, 2.721, 1.085], [-6.800, 3.505, -0.945], [-4.435, 2.983, -1.299], [-2.300, 3.519, -1.782], [-1.389, 5.785, -1.780], [-0.285, 6.689, 0.241], [-0.206, 5.333, 2.311], [-1.161, 3.061, 2.329], [-1.092, -1.748, 2.574], [0.731, -3.288, 3.234], [1.209, -5.289, 1.860], [-0.095, -5.703, -0.210], [-1.845, -4.118, -0.908], [-4.668, -1.491, -2.061], [-6.399, -3.018, -2.887], [-6.969, -5.062, -1.619], [-5.825, -5.534, 0.526], [-4.042, -4.046, 1.330], [1.601, 0.064, 4.435], [1.394, 1.115, 3.036], [1.985, 0.052, 1.711], [-0.598, 0.605, 0.871], [3.230, 1.821, 3.223], [3.879, 1.866, 4.440], [5.244, 2.130, 4.507], [5.983, 2.357, 3.359], [5.360, 2.342, 2.121], [4.004, 2.060, 2.065], [3.236, 2.262, 0.492], [1.772, 2.542, 0.861], [3.909, 3.287, -0.222], [3.085, 0.992, -0.338], [0.755, -0.276, 4.743], [3.313, 1.676, 5.342], [5.734, 2.158, 5.472], [7.044, 2.557, 3.424], [5.907, 2.560, 1.213]], "mulliken_charge": [3.092, -0.572, -0.499, -0.376, 0.737, -0.476, -0.641, -0.964, 0.786, 0.079, 0.171, -0.638, -0.503, 0.349, 0.625, 0.478, 0.610, -0.258, -1.272, 0.626, 0.920, -0.149, -0.833, -0.534, -0.888, -0.267, 0.933, -0.580, -0.874, -0.626, -0.666, -0.498, 0.583, -0.110, -0.376, -0.237, -0.818, -0.809, 0.006, 0.500, -0.633, -0.654, -0.521, -0.640, -0.442, -1.055, 1.323, 0.898, 0.328, 0.327, 0.432, 0.406, 0.437, 0.317, 0.368, 0.436, 0.408, 0.476, 0.363, 0.348, 0.411, 0.484, 0.379, 0.545, 0.209, 0.416, 0.390, 0.404, 0.432, -0.646, 0.313, -0.997, 0.039, -0.178, -0.406, -0.638, -0.705, -0.700, 0.712, 1.340, -0.363, -0.673, -0.772, 0.313, 0.462, 0.406, 0.409, 0.461]}

Table of relative energy (zero: lowest compared OMol25 entry of this formula, charge and spin) (kJ/mol), in record order: 0.0, 9.5, 58.6, 93.5